# 1
{"formula": "C5H7NO", "method": "the ωB97M-V functional and the def2-TZVPD basis", "symbols": ["C", "C", "C", "C", "O", "C", "N", "H", "H", "H", "H", "H", "H", "H"], "xyz": [[0.287, 1.521, 0.949], [-0.373, 0.850, -0.248], [0.080, -0.616, -0.437], [-0.882, -1.692, -0.230], [-0.430, -1.443, -1.531], [1.489, -0.942, -0.484], [2.630, -1.079, -0.562], [0.016, 1.000, 1.869], [-0.027, 2.570, 1.031], [1.369, 1.470, 0.829], [-1.459, 0.924, -0.103], [-0.137, 1.409, -1.150], [-0.687, -2.676, 0.163], [-1.876, -1.296, -0.095]], "nbo_charge": [-0.61, -0.40, 0.10, -0.08, -0.45, 0.27, -0.30, 0.21, 0.22, 0.22, 0.22, 0.22, 0.20, 0.18], "total_energy_ha": -324.64737, "fmax_ha_per_bohr": 0.031, "smiles": "CC[C@@]1(C#N)CO1", "homo_lumo_gap_ev": 11.563, "de_lowest_kj_mol": 202.42, "total_charge": 0}

***

# 2
{"formula": "CH6BrPSi2", "method": "the ωB97M-V functional and the def2-TZVPD basis", "symbols": ["C", "Si", "Si", "P", "Br", "H", "H", "H", "H", "H", "H"], "xyz": [[-1.028, -0.427, -0.069], [0.524, -1.552, -0.004], [-0.714, 1.435, 0.203], [-2.423, -1.341, -0.066], [-4.152, 0.096, -0.049], [0.299, -2.559, -0.971], [1.680, -0.779, -0.044], [0.579, -2.331, 1.303], [-0.128, 1.157, 1.577], [-2.113, 2.251, 0.355], [0.269, 1.914, -0.753]], "nbo_charge": [-1.40, 0.91, 0.86, 0.77, -0.27, -0.16, -0.16, -0.15, -0.15, -0.10, -0.14], "total_energy_ha": -3535.99343, "fmax_ha_per_bohr": 0.059, "smiles": "[SiH3]C([SiH3])=PBr", "homo_lumo_gap_ev": 8.951, "de_lowest_kj_mol": 0.00, "total_charge": 0}

***

# 3
{"formula": "C26H62BrFN20O16S", "method": "the ωB97M-V functional and the def2-TZVPD basis", "symbols": ["C", "C", "O", "O", "C", "O", "C", "C", "C", "O", "O", "C", "C", "C", "C", "F", "C", "C", "C", "C", "S", "C", "C", "O", "Br", "H", "H", "H", "H", "H", "H", "H", "H", "H", "H", "H", "H", "H", "H", "H", "H", "H", "H", "H", "H", "H", "H", "C", "O", "N", "N", "H", "H", "H", "H", "C", "O", "N", "N", "H", "H", "H", "H", "C", "O", "N", "N", "H", "H", "H", "H", "C", "O", "N", "N", "H", "H", "H", "H", "C", "O", "N", "N", "H", "H", "H", "H", "C", "O", "N", "N", "H", "H", "H", "H", "C", "O", "N", "N", "H", "H", "H", "H", "C", "O", "N", "N", "H", "H", "H", "H", "C", "O", "N", "N", "H", "H", "H", "H", "C", "O", "N", "N", "H", "H", "H", "H"], "xyz": [[2.543, -2.397, 1.191], [3.059, -0.891, 0.676], [3.401, -0.816, -0.612], [3.142, 0.168, 1.686], [2.625, 1.461, 1.217], [3.218, 2.096, 0.201], [1.399, 2.136, 2.041], [-0.050, 2.239, 1.366], [-1.410, 1.778, 2.225], [-1.499, 1.427, 3.531], [-2.509, 1.850, 1.249], [-1.996, 2.164, -0.126], [-2.980, 1.839, -1.370], [-2.305, 1.204, -2.712], [-2.066, 2.313, -3.941], [-3.322, 0.238, -3.276], [-0.418, 1.605, -0.116], [-0.144, 0.004, -0.030], [-1.462, -0.962, -0.224], [-1.156, -2.450, 0.477], [-2.780, -3.385, 0.490], [0.335, 2.610, -1.125], [1.239, 2.025, -2.323], [1.216, 0.840, -2.924], [2.612, 3.325, -3.099], [1.611, -2.770, 0.565], [2.384, -2.448, 2.354], [3.407, -3.186, 0.952], [1.294, 1.558, 3.080], [1.751, 3.234, 2.353], [-0.254, 3.414, 1.296], [-2.034, 3.357, -0.077], [-3.793, 1.049, -0.995], [-3.575, 2.813, -1.705], [-1.339, 0.568, -2.545], [-0.926, 2.452, -4.163], [-2.667, 1.956, -4.907], [-2.571, 3.338, -3.622], [0.231, -0.209, 1.085], [0.694, -0.422, -0.723], [-2.438, -0.573, 0.290], [-1.733, -1.203, -1.340], [-0.779, -2.333, 1.583], [-0.417, -3.056, -0.206], [-3.301, -3.401, -0.825], [-0.482, 3.336, -1.606], [1.022, 3.336, -0.472], [4.544, 3.476, 4.137], [3.461, 3.297, 3.602], [5.560, 2.599, 4.046], [4.826, 4.569, 4.870], [6.454, 2.741, 4.484], [5.401, 1.759, 3.506], [4.097, 5.262, 4.972], [5.716, 4.722, 5.313], [0.815, -4.650, -2.791], [0.131, -4.775, -1.787], [1.658, -3.617, -2.978], [0.791, -5.531, -3.808], [2.223, -3.509, -3.803], [1.714, -2.925, -2.245], [0.174, -6.327, -3.718], [1.352, -5.433, -4.637], [0.424, 5.993, 3.530], [0.230, 5.966, 2.325], [1.339, 6.794, 4.106], [-0.258, 5.224, 4.399], [1.504, 6.820, 5.098], [1.881, 7.393, 3.498], [-0.959, 4.603, 4.018], [-0.102, 5.242, 5.392], [-2.155, 1.682, -8.177], [-2.067, 1.998, -7.002], [-2.063, 0.408, -8.602], [-2.353, 2.577, -9.164], [-2.135, 0.141, -9.569], [-1.914, -0.305, -7.901], [-2.429, 3.549, -8.900], [-2.426, 2.322, -10.134], [2.561, -5.662, 2.603], [3.154, -5.060, 1.722], [3.165, -6.105, 3.722], [1.246, -5.940, 2.542], [2.682, -6.601, 4.451], [4.155, -5.922, 3.819], [0.743, -5.630, 1.722], [0.752, -6.436, 3.265], [-5.651, -3.114, -2.664], [-4.619, -3.738, -2.856], [-6.867, -3.691, -2.666], [-5.672, -1.789, -2.430], [-7.720, -3.183, -2.508], [-6.908, -4.687, -2.837], [-4.785, -1.305, -2.418], [-6.519, -1.270, -2.271], [-4.453, -7.241, 1.230], [-3.363, -7.580, 1.663], [-5.601, -7.851, 1.580], [-4.613, -6.226, 0.362], [-6.502, -7.576, 1.227], [-5.538, -8.622, 2.231], [-3.782, -5.733, 0.066], [-5.508, -5.942, 0.003], [7.239, 0.084, -1.519], [7.610, -0.926, -0.943], [5.941, 0.401, -1.679], [8.093, 0.980, -2.049], [5.629, 1.232, -2.153], [5.256, -0.238, -1.299], [9.081, 0.791, -1.957], [7.793, 1.814, -2.525], [-7.975, -3.638, 0.622], [-7.405, -4.524, 0.006], [-9.301, -3.423, 0.536], [-7.334, -2.790, 1.448], [-9.777, -2.694, 1.041], [-9.832, -4.032, -0.071], [-6.335, -2.908, 1.549], [-7.799, -2.058, 1.958], [6.775, 8.138, 5.249], [6.092, 8.013, 6.253], [7.618, 9.171, 5.061], [6.752, 7.257, 4.232], [8.184, 9.279, 4.237], [7.675, 9.863, 5.795], [6.135, 6.461, 4.322], [7.312, 7.355, 3.403]], "lowdin_charge": [-0.01, -0.25, -0.03, 0.00, -0.22, 0.00, -0.05, -0.15, -0.18, -0.03, -0.06, -0.21, -0.07, -0.24, -0.05, -0.14, -0.26, -0.09, -0.22, -0.53, 0.65, -0.12, -0.60, -0.09, 0.59, 0.08, 0.10, 0.10, 0.15, 0.13, 0.15, 0.17, 0.14, 0.13, 0.12, 0.08, 0.08, 0.08, 0.13, 0.12, 0.10, 0.11, 0.10, 0.05, -0.11, 0.15, 0.14, -0.68, 0.03, 0.17, 0.15, 0.10, 0.12, 0.11, 0.10, -0.71, 0.02, 0.17, 0.15, 0.10, 0.10, 0.11, 0.10, -0.72, 0.01, 0.15, 0.16, 0.10, 0.11, 0.11, 0.10, -0.70, 0.02, 0.15, 0.15, 0.10, 0.12, 0.11, 0.10, -0.70, -0.01, 0.15, 0.17, 0.10, 0.11, 0.12, 0.10, -0.72, 0.01, 0.15, 0.17, 0.09, 0.11, 0.08, 0.10, -0.73, 0.01, 0.14, 0.16, 0.09, 0.10, 0.03, 0.07, -0.72, 0.01, 0.17, 0.14, 0.09, 0.07, 0.11, 0.09, -0.71, 0.01, 0.15, 0.17, 0.10, 0.11, 0.11, 0.10, -0.72, 0.02, 0.15, 0.15, 0.10, 0.11, 0.07, 0.10], "total_energy_ha": -6399.00923, "fmax_ha_per_bohr": 0.178, "smiles": "CC(=O)OC(=O)C[C@@H]1C(=O)O[C@H](C[C@H](C)F)[C@@]1(CCCS)CC(=O)Br.NC(N)=O.NC(N)=O.NC(N)=O.NC(N)=O.NC(N)=O.NC(N)=O.NC(N)=O.NC(N)=O.NC(N)=O.NC(N)=O", "homo_lumo_gap_ev": 8.437, "total_charge": 0}

***

# 4
{"formula": "C7H11N", "method": "the ωB97M-V functional and the def2-TZVPD basis", "symbols": ["C", "C", "C", "C", "C", "C", "C", "H", "H", "H", "H", "H", "H", "H", "H", "H", "H", "H", "N"], "xyz": [[1.461, 0.016, -1.619], [1.563, 1.196, -0.819], [1.346, 1.142, 0.522], [1.086, -0.012, 1.011], [0.811, -1.264, 0.258], [1.301, -1.259, -1.061], [-2.578, -0.295, 0.920], [1.955, 0.047, -2.620], [1.468, 2.242, -1.220], [1.548, 1.891, 1.212], [0.736, -0.052, 2.130], [0.714, -2.198, 0.916], [1.837, -2.132, -1.890], [-0.929, 0.759, 0.017], [-2.335, 0.731, -1.032], [-3.660, 0.060, 1.305], [-2.709, -1.476, 0.397], [-1.705, -0.150, 1.603], [-1.911, 0.755, -0.031]], "nbo_charge": [-0.25, -0.19, -0.28, -0.18, -0.24, -0.20, -0.43, 0.22, 0.22, 0.23, 0.21, 0.23, 0.24, 0.37, 0.36, 0.20, 0.17, 0.21, -0.88], "total_energy_ha": -327.91823, "fmax_ha_per_bohr": 0.190, "smiles": "c1ccccc1.CN", "homo_lumo_gap_ev": 9.439, "de_lowest_kj_mol": 445.68, "total_charge": 0}